<one>
Entry from OMol25: a molecular structure, C4H4N2 (ωB97M-V/def2-TZVPD).

orbital gap: 0.336 hartree
lowest unoccupied orbital energy: -0.143 eV
HOMO: -0.34124 Eh
molecular weight: 80.09 g mol⁻¹

The geometry in XYZ format:
```
10
C4H4N2 | OMol25 | ωB97M-V/def2-TZVPD
C 1.020 -0.515 -0.583
C 0.226 -1.070 0.414
N -0.700 -0.427 1.150
C -1.109 0.684 0.586
N -0.703 1.199 -0.601
C 0.433 0.724 -1.084
H 1.642 -0.911 0.461
H 0.325 -2.140 0.545
H -1.900 1.215 1.107
H 0.766 1.242 -1.994
```

<two>
Entry from OMol25: a single C4H4N2 molecule (ωB97M-V/def2-TZVPD).

orbital gap: 0.342 hartree
lowest unoccupied orbital energy: 0.466 eV
HOMO: -0.32524 Eh
molecular weight: 80.09 g mol⁻¹

The geometry in XYZ format:
```
10
C4H4N2 | OMol25 | ωB97M-V/def2-TZVPD
C -0.013 0.909 0.038
C 0.665 -0.215 -0.019
C -1.780 -1.326 0.296
C 1.698 -0.992 -0.100
N -1.951 -0.176 0.215
N -1.352 1.057 0.209
H 0.394 1.968 -0.130
H 1.999 -1.535 -1.020
H 2.204 -1.431 0.800
H -1.866 1.742 -0.289
```

<three>
Entry from OMol25: a single C4H4N2 molecule (ωB97M-V/def2-TZVPD).

orbital gap: 0.362 hartree
lowest unoccupied orbital energy: 0.912 eV
HOMO: -0.32898 Eh
molecular weight: 80.09 g mol⁻¹
SMILES: C1=CC1C1=NN1

The geometry in XYZ format:
```
10
C4H4N2 | OMol25 | ωB97M-V/def2-TZVPD
C -1.129 0.841 -0.056
C -1.318 -0.323 -0.585
C -0.437 -0.275 0.764
C 0.938 -0.141 0.533
N 2.146 0.082 0.838
N 1.577 0.044 -0.691
H -1.261 1.924 -0.030
H -1.607 -0.854 -1.405
H -0.815 -0.459 1.791
H 1.906 -0.840 -1.159
```

What should be chosen as the most stable of them? Choose <one>.